No. 1
47
Properties=species:S:1:pos:R:3:forces:R:3:lowdin_charge:R:1 method="wB97M-V/def2-TZVPD" e_homo_ev=-22.06 total_charge=+4 e_above_lowest_kcal_mol=89.6
W -0.707489 0.494713 0.632900 -0.7 -1.3 -0.6 1.641
C 2.526171 0.768206 -0.050173 0.2 0.2 0.0 -0.081
C 2.028285 2.223358 0.076381 -0.1 -0.2 -0.3 -0.337
C 1.991813 2.896288 -1.293242 0.0 0.1 0.1 -0.029
C 0.688154 2.274193 0.804072 0.6 0.8 0.0 -0.314
C 0.585965 1.790832 2.148796 0.0 0.9 0.1 -0.063
C -0.586002 1.984875 2.903541 0.3 0.6 0.0 0.056
C -1.721931 2.655621 2.371415 0.3 0.1 -0.1 -0.197
C -2.849038 3.073326 3.226389 -0.2 -0.1 0.1 0.043
C -1.650514 3.024121 1.009736 0.4 0.3 0.2 0.055
C -0.482443 2.837859 0.230339 0.5 0.8 0.7 -0.051
H 3.613569 0.759372 -0.144986 0.0 0.0 0.0 0.122
H 2.136508 0.318801 -0.967619 -0.1 -0.1 0.0 0.065
H 2.304216 0.141401 0.824072 0.0 0.0 0.0 0.068
H 2.726118 2.773890 0.715997 -0.1 0.0 0.2 0.180
H 1.308719 2.390465 -1.982453 0.0 0.0 0.0 0.098
H 2.987099 2.862640 -1.735656 0.0 0.0 0.0 0.120
H 1.724332 3.952632 -1.227191 0.0 0.0 0.0 0.112
H 1.498598 1.519893 2.674157 0.0 -0.6 -0.1 0.177
H -0.563534 1.743123 3.963541 -0.1 -0.3 -0.1 0.179
H -2.570714 4.036630 3.689396 0.1 0.0 0.0 0.158
H -3.039364 2.397141 4.061837 0.0 0.0 0.0 0.126
H -3.766161 3.265050 2.669408 0.0 0.0 0.0 0.122
H -2.464942 3.597885 0.574100 -0.2 -0.3 -0.1 0.178
H -0.403043 3.370245 -0.712424 -0.1 -0.5 -0.4 0.160
O -4.446209 -0.372912 -0.173673 0.1 0.1 -0.1 0.386
C -3.451943 -0.169112 0.361162 -0.5 -0.5 0.5 -0.314
O -2.361444 0.630778 -0.099475 -0.2 0.5 -0.7 -0.222
C -2.974567 -0.790879 1.776814 -0.6 0.0 -0.2 -0.315
O -3.597971 -1.457940 2.471465 0.1 0.0 0.1 0.387
O -1.627609 -0.360760 1.951289 0.0 -0.4 1.0 -0.222
C -1.464787 -3.347074 -3.009074 -0.3 0.1 -0.1 0.044
N -0.079554 -3.513614 -2.537559 0.1 -0.1 0.0 -0.082
C 0.801687 -4.426615 -3.021128 0.0 0.0 0.0 0.087
C 1.966599 -4.312287 -2.299213 0.0 0.0 0.0 0.086
N 1.790600 -3.326536 -1.381156 0.0 -0.1 -0.1 -0.072
C 2.790237 -2.911311 -0.387512 0.2 0.1 0.1 0.052
C 0.543424 -2.854698 -1.544469 0.0 0.8 0.4 -0.504
Se -0.364162 -1.533244 -0.512403 0.4 -0.6 -0.4 1.055
H -1.629914 -4.026687 -3.840533 0.1 0.0 0.0 0.127
H -1.628141 -2.329340 -3.359003 0.1 0.0 0.0 0.112
H -2.163110 -3.605040 -2.214203 0.1 0.0 0.0 0.114
H 0.557304 -5.096250 -3.833129 0.0 0.0 0.0 0.177
H 2.887514 -4.870690 -2.385270 0.0 0.0 0.0 0.177
H 3.519985 -3.709148 -0.275928 0.0 -0.1 0.0 0.129
H 2.309557 -2.753549 0.575727 0.0 0.0 0.0 0.101
H 3.308133 -2.015652 -0.725064 -0.1 0.0 -0.1 0.107

No. 2
49
Properties=species:S:1:pos:R:3:forces:R:3:lowdin_charge:R:1 method="wB97M-V/def2-TZVPD" smiles="COc1ccc(OC)c(NC(=O)[C@@H](CCSC)NS(=O)(=O)c2cccs2)c1" e_homo_ev=-7.78 e_above_lowest_kcal_mol=1.4
C 4.937046 1.230146 -2.879100 0.0 0.2 0.1 -0.086
O 4.710001 -0.017082 -3.492879 -0.1 -0.2 -0.1 -0.084
C 3.626771 -0.741685 -3.098765 -0.2 -0.4 -0.1 -0.274
C 3.435333 -1.962178 -3.739339 0.2 0.3 0.0 -0.006
C 2.364123 -2.773445 -3.410802 -0.2 0.0 0.1 -0.016
C 1.461551 -2.383021 -2.434787 0.1 0.2 0.1 -0.215
O 0.367646 -3.103019 -2.023208 0.2 0.4 0.1 -0.109
C 0.108716 -4.339985 -2.638852 -0.1 -0.2 -0.1 -0.079
C 1.653116 -1.150396 -1.787598 0.1 -0.3 -0.2 -0.127
N 0.709152 -0.808615 -0.811705 -0.1 -0.5 -0.2 0.166
C 0.659282 0.275817 -0.017047 -0.5 0.1 0.3 -0.400
O 1.439267 1.208836 -0.008366 0.2 0.1 0.0 0.081
C -0.535569 0.240954 0.944507 0.0 -0.3 -0.1 -0.308
C -0.401296 -0.887376 1.982858 -0.1 0.0 -0.2 -0.203
C -1.755399 -1.509525 2.291902 -0.1 -0.3 -0.3 -0.458
S -2.411319 -2.366359 0.809267 0.0 0.1 0.1 0.816
C -4.041181 -1.580488 0.658099 0.3 -0.1 0.2 -0.387
N -0.650507 1.529537 1.602796 -0.6 0.5 0.1 -0.083
S -2.073725 2.337836 1.274023 0.3 0.1 0.4 0.603
O -3.145527 1.418349 1.532472 0.0 0.0 0.3 -0.298
O -2.046568 2.989833 -0.001235 0.2 0.2 0.1 -0.280
C -2.049131 3.551092 2.552992 0.2 -0.1 -0.5 -0.622
C -2.726415 3.533079 3.732852 0.0 -0.3 -0.2 -0.139
C -2.439169 4.662059 4.528868 0.1 0.1 -0.1 -0.172
C -1.550097 5.501277 3.932318 0.2 -0.2 -0.4 -0.389
S -1.050339 4.936063 2.386999 -0.2 0.1 0.4 1.052
C 2.726605 -0.338706 -2.117356 0.2 0.2 -0.1 0.060
H 4.104527 1.919318 -3.049767 0.0 0.0 0.0 0.098
H 5.837006 1.627039 -3.346374 -0.1 0.0 0.1 0.092
H 5.103075 1.123762 -1.802699 0.0 0.0 0.0 0.097
H 4.137972 -2.264583 -4.498514 0.1 0.0 -0.1 0.117
H 2.244515 -3.712577 -3.926325 0.0 -0.1 0.0 0.106
H 0.928396 -5.047453 -2.478575 0.0 0.0 0.0 0.098
H -0.068791 -4.224579 -3.712680 0.0 0.0 0.0 0.098
H -0.793655 -4.716690 -2.159887 0.1 0.0 -0.1 0.094
H -0.029486 -1.499025 -0.721115 -0.1 0.2 0.1 0.114
H -1.439374 0.073145 0.347300 0.2 -0.2 0.0 0.118
H 0.025684 -0.463850 2.893617 0.1 0.0 0.0 0.123
H 0.274824 -1.661800 1.614709 0.0 0.0 0.1 0.110
H -1.672365 -2.244987 3.092072 0.0 0.1 0.1 0.071
H -2.476467 -0.740275 2.560465 0.0 0.0 0.1 0.066
H -4.423763 -1.837521 -0.324283 -0.1 0.0 -0.1 0.031
H -4.700568 -1.972336 1.427906 -0.1 0.0 0.0 0.035
H -3.932767 -0.503910 0.755909 -0.1 0.0 -0.1 0.004
H 0.163054 2.091039 1.351924 0.1 0.2 0.0 0.101
H -3.402731 2.742277 3.998215 -0.1 -0.2 0.1 0.116
H -2.875057 4.838395 5.495226 -0.1 0.1 0.2 0.105
H -1.160010 6.424898 4.311327 0.1 0.2 0.1 0.066
H 2.833616 0.596715 -1.597366 0.0 0.1 0.0 0.094

No. 3
48
Properties=species:S:1:pos:R:3:forces:R:3:lowdin_charge:R:1 method="wB97M-V/def2-TZVPD" smiles="CCCCOC(=O)Nc1ccc(S(=O)(=O)Nc2cc(C)nc(C)n2)cc1" e_homo_ev=-8.23 e_above_lowest_kcal_mol=444.5
C -5.139266 -1.164474 -1.394415 4.4 -5.5 -2.5 -0.184
C -6.069018 -0.725770 -0.455934 -6.1 4.0 -0.9 -0.287
C -5.862994 0.816778 -0.012537 -5.7 -9.4 6.5 -0.093
C -4.690494 0.910614 0.790907 -7.0 -8.1 5.6 -0.415
O -3.724644 0.929883 0.089728 12.8 0.1 -13.1 0.072
C -2.463760 1.299983 0.376117 -1.5 -0.9 6.5 -0.420
O -2.315260 1.406184 1.587303 1.3 1.0 0.0 0.110
N -1.454553 1.313970 -0.497433 0.5 2.3 9.0 0.179
C -0.190226 1.796776 -0.345740 2.6 -2.2 1.8 -0.125
C 0.536930 1.700080 -1.631647 9.6 1.4 11.2 0.077
C 2.024132 1.642215 -1.572934 -6.0 3.0 6.9 0.083
C 2.612550 2.132909 -0.192482 2.0 -1.6 -8.4 -0.253
S 4.470649 2.324965 -0.219972 -6.4 -4.4 13.8 0.719
O 4.742534 2.480467 1.314280 0.1 0.5 -5.9 -0.348
O 4.789936 3.101148 -1.264015 3.1 4.3 -5.7 -0.206
N 4.756429 0.778709 -0.499955 4.1 3.8 -4.1 -0.052
C 4.228330 -0.325537 -0.131551 -2.8 -2.3 5.5 -0.460
C 3.810937 -0.345556 1.094192 -3.2 -6.5 3.2 0.110
C 3.094034 -1.842205 1.476758 2.1 9.3 3.6 -0.317
C 2.517363 -1.864808 2.906865 -1.7 1.3 -2.9 -0.029
N 2.995783 -2.629988 0.600549 -2.5 -6.1 -4.2 0.126
C 3.425300 -2.346903 -0.841190 -6.6 -14.8 7.6 -0.311
C 3.255634 -3.789639 -1.567449 0.3 7.0 -2.9 0.020
N 4.001662 -1.391495 -0.872114 8.2 11.6 -7.8 0.185
C 1.829535 2.040457 0.800973 -2.8 0.5 10.9 -0.139
C 0.406424 1.801425 0.994667 4.2 1.7 -11.0 0.090
H -4.034609 -1.216673 -1.066132 -1.7 0.1 0.0 0.103
H -5.325416 -2.284966 -1.772414 0.2 2.1 1.0 0.124
H -5.071761 -0.650901 -2.304750 -0.3 1.2 -1.3 0.053
H -7.268624 -0.939001 -0.864290 3.0 1.2 0.2 0.173
H -6.292867 -1.319420 0.341726 0.7 -1.5 2.8 0.054
H -6.141719 1.465812 -0.609832 -1.2 6.2 -6.6 0.013
H -6.961552 0.970120 0.677039 3.3 -0.5 -1.0 0.198
H -4.782000 1.687743 1.253464 -0.9 8.8 6.4 0.055
H -4.618175 0.025413 1.559646 -0.5 1.3 -0.8 0.198
H -1.766062 1.154017 -1.266895 -3.9 -2.3 -12.2 0.038
H 0.053889 1.558923 -2.390306 -5.2 -1.5 -8.6 0.000
H 2.593929 1.880040 -2.332819 2.7 0.2 -4.3 0.029
H 5.152131 0.650954 -1.358021 1.7 0.2 -3.3 0.106
H 3.880437 0.260504 1.926682 0.5 1.6 0.9 0.072
H 1.581901 -1.123187 2.853542 1.8 -1.7 0.2 0.122
H 2.203273 -2.895229 2.873652 -0.3 -0.4 1.5 0.060
H 3.201609 -1.439340 3.623405 0.2 -0.6 0.4 0.062
H 2.331130 -4.271960 -1.321590 -0.2 0.0 0.0 0.056
H 3.320414 -3.098575 -2.531749 -0.9 -2.8 0.2 0.105
H 4.147077 -4.333980 -1.589352 1.2 -0.9 0.5 0.038
H 2.295232 2.194720 1.949520 -0.6 -0.2 -3.3 0.179
H -0.086191 1.674816 1.816481 -2.6 -0.6 4.7 0.031

no.,LUMO (eV),DFT total energy (hartree)
1,-16.9,-3538.1912
2,0.5,-2341.2523
3,-0.3,-1578.5187